No. 1
Formula: C20H30F12MnO15P2
Source: OMol25
Level of theory: wB97M-V/def2-TZVPD

Geometry as XYZ:
```
80
C20H30F12MnO15P2 | OMol25 | wB97M-V/def2-TZVPD
Mn 16.9990 18.5522 -32.1441
P 19.3222 19.9096 -35.6062
F 18.0772 20.5359 -34.6334
F 18.2706 19.3428 -36.6734
F 19.7126 21.2963 -36.3570
F 20.3645 19.1152 -36.5189
F 20.4250 20.4471 -34.5617
F 19.2177 18.6881 -34.5540
P 14.6249 17.3705 -28.3363
F 15.9637 16.4410 -27.9582
F 14.7400 18.0785 -26.8833
F 15.5521 18.5194 -28.9442
F 13.4761 18.4393 -28.5346
F 14.6547 16.8943 -29.8888
F 13.6010 16.2424 -27.6602
C 15.6736 27.8213 -33.2328
C 15.7674 26.7951 -32.0290
C 14.5440 26.2849 -31.3301
O 14.8633 24.9420 -31.0177
C 15.9178 24.5696 -31.6008
O 16.3283 23.4498 -31.4358
O 16.2972 25.5908 -32.4066
H 15.8640 28.8392 -32.8926
H 14.6545 27.7630 -33.6152
H 16.3953 27.6912 -34.0392
H 16.6264 27.0963 -31.4293
H 13.5836 26.6819 -31.6587
H 14.7572 26.7319 -30.3590
C 23.7695 11.9152 -29.9043
C 22.2486 11.9414 -30.3458
C 21.3336 11.8427 -29.2183
O 20.4192 12.9335 -29.2876
C 20.7306 13.7429 -30.2822
O 20.2041 14.8014 -30.5858
O 21.8895 13.2786 -30.8153
H 24.3719 12.7899 -30.1497
H 24.3009 11.1026 -30.3996
H 23.9999 11.7149 -28.8580
H 22.0316 11.1360 -31.0474
H 21.7979 11.8259 -28.2323
H 20.8781 10.8532 -29.1809
C 22.1628 23.5900 -26.9651
C 22.3643 22.5421 -27.9895
C 22.8336 21.2136 -27.3570
O 21.9242 20.2624 -27.9422
C 20.9958 20.9151 -28.6731
O 20.1156 20.2962 -29.3442
O 21.0289 22.2256 -28.4105
H 23.1416 23.9468 -26.6447
H 21.4931 23.2688 -26.1673
H 21.6619 24.4706 -27.3674
H 23.0960 22.8425 -28.7394
H 22.3649 21.1816 -26.3734
H 23.9109 21.0755 -27.2654
C 13.1595 12.7682 -37.8647
C 13.3002 13.1046 -36.3973
C 14.1173 12.1419 -35.4884
O 14.9396 12.9759 -34.6407
C 14.8934 14.1805 -35.0271
O 15.4266 15.1731 -34.6226
O 13.9484 14.2747 -36.0217
H 12.5124 11.8967 -37.9640
H 14.1733 12.6148 -38.2346
H 12.6565 13.5489 -38.4352
H 12.2594 13.3091 -36.1464
H 14.7355 11.5906 -36.1969
H 13.2433 11.7711 -34.9529
C 9.6904 18.6394 -36.0110
C 10.3358 19.7654 -35.2542
C 9.9436 19.8139 -33.7675
O 11.1259 20.2012 -33.0945
C 12.0710 19.7479 -33.8646
O 13.1615 19.4848 -33.5776
O 11.6773 19.5734 -35.1487
H 8.6304 18.8853 -35.9463
H 9.7546 17.6408 -35.5789
H 10.1335 18.6342 -37.0069
H 10.2516 20.7343 -35.7465
H 9.3883 18.9536 -33.3938
H 9.3914 20.6879 -33.4221
```

## Properties
largest force on an atom	5.54	eV/Å
Kohn-Sham gap (spin up / spin down)	4.7 / 4.9	eV
ΔE to the lowest compared entry with this formula, charge and spin	1568.1	kJ/mol
charge	0
total energy	-4940.8335	Ha
HOMO level (spin up / spin down)	-10.8 / -10.8	eV
multiplicity	6


No. 2
Formula: C20H30F2HgN5O7S2Ti
Source: OMol25
Level of theory: wB97M-V/def2-TZVPD

Geometry as XYZ:
```
68
C20H30F2HgN5O7S2Ti | OMol25 | wB97M-V/def2-TZVPD
Ti -17.6557 22.2259 -11.4916
Hg -16.0915 21.9461 -14.3728
O -15.8906 20.6248 -12.4026
C -15.3494 20.4870 -11.0953
C -15.0400 19.0011 -10.5068
O -14.2754 18.0925 -11.2952
H -16.0047 20.9175 -10.3381
H -14.4587 21.1003 -10.9588
H -16.0400 18.5970 -10.3495
H -14.4544 19.1666 -9.6024
N -14.6344 23.5468 -14.0406
S -13.9671 24.1357 -12.8464
O -14.2051 25.5234 -12.5410
O -12.7829 23.4879 -12.2714
F -15.1055 23.5571 -11.8425
S -13.2918 24.2398 -15.0271
O -12.0944 23.4999 -15.0994
O -13.2860 25.6596 -15.2370
F -13.9368 23.8892 -16.4898
N -13.6711 28.5200 -14.6724
C -13.1649 29.7726 -14.3831
C -14.1071 30.4225 -13.5678
C -15.1733 29.5091 -13.3256
C -14.8876 28.3546 -14.0595
H -13.1815 27.8228 -15.2149
H -12.2338 30.1461 -14.7831
H -14.0150 31.4208 -13.1662
H -16.0517 29.7714 -12.7546
H -15.3903 27.4034 -14.1538
N -13.0732 24.7670 -8.3542
C -13.9197 24.4918 -7.3080
C -13.9150 23.1141 -7.0980
C -13.1980 22.6028 -8.1392
C -12.7062 23.6057 -8.9181
H -12.7361 25.6848 -8.6072
H -14.4872 25.2184 -6.7455
H -14.4631 22.5358 -6.3690
H -12.9398 21.5841 -8.3880
H -12.0213 23.5059 -9.7471
N -9.2871 23.4344 -13.7361
C -8.0653 24.0221 -14.1223
C -7.5363 24.4970 -12.9588
C -8.3007 24.1709 -11.8896
C -9.4404 23.5928 -12.4373
H -9.9257 23.0548 -14.4204
H -7.8020 24.0085 -15.1696
H -6.6944 25.1443 -12.7623
H -8.1993 24.5207 -10.8729
H -10.3516 23.2897 -11.9430
N -11.3444 21.0987 -11.6370
C -10.6229 20.4478 -12.6548
C -9.8770 19.4381 -12.0993
C -10.2108 19.3546 -10.7189
C -11.0334 20.4829 -10.4393
H -12.0640 21.7975 -11.7553
H -10.5680 20.7945 -13.6762
H -9.1364 18.8402 -12.6095
H -9.7732 18.6710 -10.0064
H -11.3835 20.8444 -9.4837
C -17.4874 21.3450 -18.2523
C -17.1238 22.7899 -17.8094
O -16.6290 23.0414 -16.4945
H -17.3337 21.2336 -19.3257
H -18.5662 21.3083 -18.1010
H -16.9708 20.5193 -17.7630
H -18.0260 23.3988 -17.8686
H -16.4406 23.1953 -18.5558
H -16.6775 23.9988 -16.4432
```

## Properties
largest force on an atom	10.64	eV/Å
Kohn-Sham gap (spin up / spin down)	4.4 / 4.5	eV
ΔE to the lowest compared entry with this formula, charge and spin	135.9	kJ/mol
charge	0
total energy	-3579.0568	Ha
HOMO level (spin up / spin down)	-7.3 / -7.3	eV
multiplicity	4


No. 3
Formula: C20H30F5O4S
Source: OMol25
Level of theory: wB97M-V/def2-TZVPD

Geometry as XYZ:
```
60
C20H30F5O4S | OMol25 | wB97M-V/def2-TZVPD
C 1.9448 -3.7103 1.8869
C 2.6052 -2.3901 1.5527
O 1.8392 -1.5831 0.6388
C 0.7268 -1.0092 1.1798
S 1.2210 0.4191 2.2576
C 2.7160 1.0649 1.3979
O 2.8761 2.3138 1.9535
C 4.1430 2.9555 1.7080
C 4.8320 2.5687 0.4148
C -0.0242 1.7677 1.9902
F 0.2118 2.3354 0.8023
F 0.2300 2.6531 2.9496
C -1.4159 1.2336 2.0874
C -2.0364 1.1096 3.3328
C -3.3464 0.6421 3.4087
C -4.0470 0.2897 2.2518
C -3.4188 0.4118 1.0103
C -4.1704 0.0601 -0.2431
F -5.4813 0.1595 -0.0625
F -3.8406 0.8809 -1.2386
F -3.9100 -1.1792 -0.6439
C -2.1132 0.8769 0.9289
H 0.9656 -3.5982 2.3449
H 1.9126 -4.3061 0.9822
H 2.5720 -4.2116 2.6192
H 2.8981 -1.8337 2.4470
H 3.5224 -2.6178 1.0200
H 0.1278 -1.6838 1.7870
H 0.0994 -0.6363 0.3751
H 2.4651 1.0881 0.3390
H 3.5203 0.3617 1.6025
H 4.8143 2.8101 2.5523
H 3.9173 4.0153 1.6663
H 4.1700 2.6782 -0.4394
H 5.6670 3.2407 0.2439
H 5.2528 1.5677 0.4520
H -1.5413 1.3913 4.2485
H -3.8358 0.5690 4.3653
H -5.0658 -0.0506 2.3146
H -1.6420 0.9966 -0.0365
C -5.0663 5.2103 -4.0282
C -4.2886 4.9942 -2.7530
O -3.9120 5.9181 -2.0717
C -3.9996 3.5634 -2.3615
H -5.2048 6.2760 -4.1920
H -4.5240 4.7854 -4.8743
H -6.0430 4.7290 -3.9576
H -3.4114 3.0736 -3.1393
H -4.9312 3.0157 -2.2229
H -3.4387 3.5574 -1.4296
C 1.9772 -4.8399 -3.5495
C 2.7568 -5.2564 -2.3277
O 3.1676 -4.4420 -1.5299
C 3.0042 -6.7328 -2.1475
H 1.8704 -3.7577 -3.5628
H 2.4995 -5.1585 -4.4524
H 0.9875 -5.2987 -3.5354
H 3.5658 -7.1236 -2.9969
H 2.0545 -7.2654 -2.0788
H 3.5746 -6.8993 -1.2367
```

## Properties
largest force on an atom	1.24	eV/Å
Kohn-Sham gap	8.1	eV
charge	+1
total energy	-1978.2795	Ha
HOMO level	-11.2	eV


Look up the charge of the third one.
+1